Here is a single C11H15NO3 molecule at a distorted geometry from the Open Molecules 2025 dataset. Energies are from wB97M-V/def2-TZVPD.

Energy above the lowest of the compared OMol25 structures with the same formula, charge and spin, kcal/mol: 155.5
E_LUMO (spin up / spin down), eV: -0.68 / -0.69
HOMO-LUMO gap (spin up / spin down), Eh: 0.270 / 0.270
Highest occupied orbital energy (spin up / spin down), eV: -8.036 / -8.033
2S+1: 1

Bonds (Å) are listed after each position.
Positions of all 30 atoms, in Å:
1 C -3.746 0.294 -0.879  C2 1.493, N12 1.316, H16 0.990
2 C -3.689 -0.946 -0.048  C1 1.493, O14 1.181, O15 1.389
3 C 0.294 1.118 1.475  C4 1.538, C6 1.420, H17 1.079, H18 1.218
4 C -1.240 1.127 1.578  C3 1.538, C9 1.513, H19 1.162, H20 1.091
5 C 0.078 1.265 -0.941  C6 1.501, C7 1.469, H21 1.052, H22 1.145
6 C 0.843 0.716 0.228  C3 1.420, C5 1.501, C8 1.614, H23 1.186
7 C -0.498 -0.063 -1.193  C5 1.469, C8 1.530, H24 0.993
8 C 0.579 -0.764 -0.362  C6 1.614, C7 1.530, C10 1.507, C11 1.584
9 C -2.032 0.401 0.513  C4 1.513, N12 1.423, O15 1.379
10 C 0.213 -1.933 0.516  C8 1.507, H25 1.152, H26 1.087, H27 1.152
11 C 1.864 -1.056 -1.242  C8 1.584, H28 1.042, H29 1.082, H30 1.125
12 N -2.792 1.101 -0.465  C1 1.316, C9 1.423, O13 1.247
13 O -2.541 2.283 -0.771  N12 1.247
14 O -4.365 -1.913 -0.030  C2 1.181
15 O -2.685 -0.753 0.892  C2 1.389, C9 1.379
16 H -4.383 0.393 -1.630  C1 0.990
17 H 0.615 2.092 1.809  C3 1.079
18 H 0.676 0.349 2.340  C3 1.218
19 H -1.552 0.622 2.577  C4 1.162
20 H -1.625 2.143 1.471  C4 1.091
21 H -0.532 2.122 -0.916  C5 1.052
22 H 0.885 1.293 -1.753  C5 1.145
23 H 2.002 0.965 0.177  C6 1.186
24 H -1.241 -0.336 -1.793  C7 0.993
25 H -0.889 -2.222 0.346  C10 1.152
26 H 0.369 -1.724 1.571  C10 1.087
27 H 0.657 -2.894 0.061  C10 1.152
28 H 2.775 -0.838 -0.784  C11 1.042
29 H 1.865 -0.486 -2.162  C11 1.082
30 H 1.992 -2.114 -1.602  C11 1.125

For reference, the Löwdin charges in units of e are: number 1, C, carries 0.085; number 2, C, carries -0.442; number 3, C, carries -0.183; number 4, C, carries -0.069; number 5, C, carries -0.135; number 6, C, carries -0.291; number 7, C, carries 0.087; number 8, C, carries -0.403; number 9, C, carries -0.228; number 10, C, carries -0.021; number 11, C, carries -0.031; number 12, N, carries -0.222; number 13, O, carries -0.010; number 14, O, carries 0.136; number 15, O, carries 0.084; number 16, H, carries 0.092; number 17, H, carries 0.115; number 18, H, carries 0.160; number 19, H, carries 0.159; number 20, H, carries 0.118; number 21, H, carries 0.093; number 22, H, carries 0.146; number 23, H, carries 0.176; number 24, H, carries 0.084; number 25, H, carries 0.102; number 26, H, carries 0.076; number 27, H, carries 0.102; number 28, H, carries 0.052; number 29, H, carries 0.071; number 30, H, carries 0.094